Here is a single C3H9NO3S molecule from OMol25. Energies are from ωB97M-V/def2-TZVPD.

Computed properties:
SMILES string: CNCCS(=O)(=O)O
E_HOMO in Eh: -0.3495
E_LUMO in eV: 0.548
Energy above the lowest of the compared OMol25 structures with the same formula, charge and spin in eV: 1.897

```
! RIJCOSX wB97M-V def2-TZVPD def2/J DEFGRID3
* xyz 0 1
C -2.3354 -0.6126 -0.0543
N -1.7531 0.7304 -0.0077
C -0.3305 0.7650 0.3219
C 0.5393 -0.0885 -0.6296
S 2.2508 0.1205 -0.1068
O 2.5673 1.4873 -0.2172
O 3.2076 -0.8361 -0.7234
O 2.0412 -0.2593 1.4420
H -2.3645 -1.0568 0.9665
H -1.7994 -1.3651 -0.7601
H -3.3685 -0.4206 -0.3404
H -1.8680 1.1128 -0.9345
H -0.1351 0.4934 1.3826
H -0.0052 1.8605 0.2416
H 0.3001 -1.1279 -0.4629
H 0.4025 0.1551 -1.7142
H 2.6510 -0.9581 1.5966
*
```